94
Properties=species:S:1:pos:R:3:forces:R:3 method="wB97M-V/def2-TZVPD" homo_lumo_gap_ha=0.3154 lumo_ev=2.4 homo_ev=-6.17 charge=-1 max_force_ev_per_a=5.35
N -0.822838 0.723430 -0.773713 -0.121 0.757 0.884
O 0.314148 0.716794 -0.229080 -1.266 -0.334 -0.769
O -1.216038 1.761344 -1.375486 0.069 -1.003 0.414
O -1.611581 -0.233961 -0.601528 0.653 0.488 -0.349
C -0.750287 3.470428 1.593292 0.217 -0.539 -1.126
O -1.282683 3.426764 2.897961 -0.322 0.308 0.863
C -2.573936 3.780316 3.041518 0.758 -0.749 -1.074
O -3.258916 4.177537 2.142599 -0.585 0.393 -0.024
O -2.932555 3.527113 4.278455 0.324 -0.542 0.745
C -4.314421 3.466128 4.567848 -1.273 0.981 -0.069
H 0.332306 3.533064 1.684220 -0.088 0.302 0.082
H -1.166570 4.249438 0.955090 0.078 0.244 0.383
H -0.953716 2.534519 1.061099 -0.106 0.056 0.249
H -4.924578 2.920218 3.846529 0.521 -0.313 -0.140
H -4.727171 4.480468 4.580181 0.093 -0.009 0.101
H -4.449744 3.034277 5.553977 0.329 -0.115 -0.007
C 4.247058 -1.439460 2.220380 0.213 0.945 0.872
C 3.456159 -0.173408 2.537917 -0.024 0.681 -0.769
O 3.989688 0.931523 2.660330 0.147 -0.363 0.162
N 2.125774 -0.301101 2.472696 -0.398 -1.080 0.072
C 1.156571 0.765745 2.562526 0.164 0.870 0.971
H 4.356455 -2.035873 3.127237 -0.175 -0.227 -0.113
H 5.238600 -1.053713 1.989644 0.030 -0.356 -0.351
H 3.781907 -1.995896 1.411717 0.149 -0.172 0.018
H 1.812522 -1.251490 2.332079 -0.350 0.163 -0.005
H 1.145042 1.406991 1.684369 -0.052 -0.254 0.028
H 1.372937 1.412364 3.416413 0.326 -0.034 -0.003
H 0.158480 0.397898 2.784619 0.061 -0.353 -0.397
C 1.681171 0.526245 -3.582855 -3.073 -0.693 -2.090
C 1.116484 1.730119 -4.334605 1.413 -1.151 0.920
O 1.724929 2.148033 -5.312762 -0.422 0.246 -0.568
N 0.087298 2.383722 -3.765891 -0.340 0.337 -0.444
C -0.477021 3.536508 -4.456177 -0.989 -0.535 1.410
H 0.957629 -0.206101 -3.226516 -0.546 0.034 -0.348
H 2.253618 0.946967 -2.750159 -2.057 -0.734 -0.572
H 2.429934 0.054894 -4.216737 -0.112 -0.107 -0.102
H -0.289852 2.152363 -2.839425 0.364 -0.097 -0.751
H -1.555232 3.474927 -4.263082 -0.019 0.178 -0.257
H -0.314211 3.474240 -5.523723 0.369 0.225 0.011
H -0.154194 4.454809 -3.961319 0.293 0.223 -0.587
C 2.047372 -4.858650 2.892159 -0.997 -0.542 -0.470
C 0.856084 -3.907343 2.883145 -0.066 0.053 0.013
O 0.133559 -3.755007 3.857353 0.201 0.014 0.146
N 0.631116 -3.283523 1.709769 0.745 1.190 -1.194
C -0.351736 -2.239587 1.476239 -1.188 -0.784 0.225
H 2.282551 -5.220095 1.890498 0.193 0.398 -0.106
H 1.661936 -5.739840 3.407543 0.464 0.104 0.468
H 2.922423 -4.418949 3.359565 -0.027 -0.066 0.199
H 1.256319 -3.419032 0.912061 0.054 -0.533 0.566
H 0.005227 -1.271398 1.122347 0.470 -0.175 0.272
H -0.947487 -2.150154 2.382114 0.116 0.267 0.056
H -1.051660 -2.556274 0.697508 0.025 -0.080 -0.017
C 1.121041 -5.017936 -2.458612 -0.627 0.374 -0.074
C 1.653615 -3.923843 -1.563741 0.962 -0.656 0.149
O 2.181723 -4.228603 -0.488784 -0.183 0.295 -0.045
N 1.676845 -2.692122 -2.074713 -0.165 0.291 -0.438
C 2.224152 -1.523858 -1.388445 -0.674 -0.388 0.847
H 0.646842 -5.779206 -1.845198 0.244 -0.135 0.016
H 1.958816 -5.418255 -3.026714 -0.021 -0.178 0.071
H 0.365497 -4.657881 -3.160757 0.112 0.065 -0.063
H 1.126583 -2.579705 -2.909759 0.121 0.392 -0.085
H 2.575607 -0.735403 -2.046241 0.245 -0.736 -0.098
H 2.979364 -1.878271 -0.691066 0.220 0.038 -0.187
H 1.425480 -1.073665 -0.791615 0.141 -0.010 0.016
C -2.830768 -0.080650 2.680887 0.566 -0.534 -0.279
C -4.037872 0.558218 2.088073 -1.122 1.027 1.174
O -5.116486 0.580721 2.694370 0.452 -0.023 -0.354
N -3.863857 1.194180 0.924367 0.698 0.144 -0.795
C -4.871625 2.020257 0.314899 -0.991 -0.308 0.002
H -2.000528 -0.028446 1.972298 -0.076 -0.523 0.010
H -3.146011 -1.093518 2.931993 0.454 -0.178 -0.116
H -2.445426 0.361273 3.600177 -0.550 0.386 0.052
H -3.006758 1.042955 0.413326 -0.066 -0.038 0.072
H -4.641282 2.283559 -0.715187 0.506 0.013 0.129
H -5.041884 2.921853 0.902412 0.040 0.046 -0.067
H -5.809860 1.461248 0.257623 -0.045 0.081 0.181
O -4.209779 -1.469326 -4.449926 0.450 -0.050 0.289
C -3.355337 -1.133274 -3.634105 -0.454 -0.495 -0.488
N -3.365946 0.093774 -3.078851 -0.147 0.702 0.326
C -2.221533 -2.039028 -3.189186 0.104 0.564 0.356
H -4.133595 0.697921 -3.315872 -0.094 -0.124 -0.177
H -2.783595 0.418679 -2.317506 0.204 -0.429 -0.144
H -2.076612 -2.897611 -3.835672 -0.193 0.074 -0.166
H -2.403003 -2.367429 -2.164547 -0.073 -0.064 -0.022
H -1.323166 -1.420456 -3.140997 0.167 -0.188 -0.070
O 3.386291 1.443969 -2.446324 4.394 2.493 1.760
C 3.767739 1.523373 -1.290250 1.223 0.575 1.841
N 2.964672 1.356768 -0.225319 -0.127 -0.354 -0.168
C 5.217245 1.878981 -0.940996 -0.299 -0.906 -0.866
H 3.323437 1.184873 0.709561 0.232 0.505 -0.326
H 1.993902 1.111203 -0.388659 0.029 0.193 -0.046
H 5.770774 1.619060 -1.843465 0.233 0.329 0.072
H 5.605035 1.260050 -0.132606 -0.129 0.209 0.238
H 5.311426 2.937195 -0.714812 -0.006 0.009 0.050